# 1
# C30H22AuBrFIO3S

C30H22AuBrFIO3S as an isolated structure in a non-equilibrium geometry (ωB97M-V with the def2-TZVPD basis set, the Open Molecules 2025 dataset).

Structure (XYZ):
```
60
Properties=species:S:1:pos:R:3
Au 0.78 -0.85 -0.47
I -1.54 -3.64 -0.18
Br -3.29 -1.95 2.41
S 2.29 7.48 0.40
F -5.71 1.33 -0.75
O 1.48 -2.88 -0.82
O 0.70 7.57 2.60
O 3.46 -1.01 -0.26
C 2.43 5.10 -0.85
C 2.04 3.77 -1.00
C 1.94 5.00 1.50
C -3.80 1.10 0.62
C -6.24 -4.46 0.90
C 1.67 3.65 1.38
C 3.15 -6.06 -0.56
C -3.61 0.93 -1.84
C -0.11 0.97 -0.29
C -1.59 0.92 -0.45
C 2.48 -3.72 -0.68
C -4.38 1.09 -0.66
C 2.23 5.74 0.35
C -2.22 0.86 -1.70
C 0.79 7.73 1.40
C -3.56 -3.98 0.33
C -2.41 1.00 0.68
C 2.16 -5.10 -0.59
C -5.59 -5.15 -0.12
C -4.27 -4.91 -0.42
C 3.93 -3.36 -0.59
C 4.31 -1.92 -0.38
C 0.68 1.96 -0.11
C 4.52 -5.71 -0.60
C 4.88 -4.37 -0.61
C -4.22 -3.22 1.30
C 1.49 3.04 0.08
C -0.28 8.32 0.48
C -5.55 -3.51 1.63
C 5.84 -1.66 -0.30
H 6.01 -0.59 -0.08
H -4.41 1.18 1.53
H -7.28 -4.64 1.13
H -1.62 0.74 -2.57
H 0.11 9.17 -0.10
H -0.63 7.52 -0.22
H 5.29 -6.50 -0.63
H 1.89 5.51 2.45
H 1.11 -5.38 -0.60
H 2.83 5.65 -1.68
H -6.13 -5.85 -0.71
H -1.14 8.66 1.07
H -1.90 0.98 1.65
H 2.18 3.30 -1.97
H 2.87 -7.10 -0.45
H -4.12 0.83 -2.82
H 1.36 3.08 2.25
H -6.05 -2.95 2.42
H 6.30 -2.24 0.53
H -3.79 -5.48 -1.20
H 6.35 -1.88 -1.23
H 5.92 -4.09 -0.59
```

Its frontier orbital gap (alpha / beta) is 6.94 / 3.93 eV. Its spin multiplicity is 3. For the electronic energy, the calculation gives -4887.36840 a.u. For the energy above the lowest of the compared OMol25 structures with the same formula, charge and spin, the calculation gives 0.0 kcal per mole.

Löwdin atomic charge list, values in e, 5 entries: 1.035 0.978 0.711 0.997 0.047


# 2
# CH3Br2NO2S

CH3Br2NO2S as an isolated structure in a non-equilibrium geometry (ωB97M-V with the def2-TZVPD basis set, the Open Molecules 2025 dataset).

Structure (XYZ):
```
10
Properties=species:S:1:pos:R:3
Br -2.57 -0.87 -0.92
Br -0.85 1.75 -1.34
S -0.02 -0.33 0.64
O -0.75 0.51 1.54
O 0.21 -1.74 0.84
N 1.44 0.48 0.38
C -0.88 -0.12 -1.20
H 1.51 1.23 0.95
H -0.15 -0.77 -1.65
H 2.06 -0.14 0.75
```

Its frontier orbital gap is 10.49 eV. For the electronic energy, the calculation gives -5791.29295 a.u. For the energy above the lowest of the compared OMol25 structures with the same formula, charge and spin, the calculation gives 14.1 kcal per mole.

Löwdin atomic charge list, values in e, 5 entries: 0.720 0.726 0.488 -0.360 -0.325


# 3
# C10H11N2S

An isolated ion of composition C10H11N2S and charge +1 in a non-equilibrium geometry (ωB97M-V with the def2-TZVPD basis set, the Open Molecules 2025 dataset).

Structure (XYZ):
```
24
Properties=species:S:1:pos:R:3
S -2.28 1.41 -0.14
N 4.02 -0.25 0.26
N -3.72 -1.16 0.22
C 1.97 0.65 1.01
C -1.61 -0.14 0.10
C 0.60 0.67 0.89
C -0.16 -0.23 0.07
C 1.99 -1.36 -0.56
C 2.69 -0.33 0.20
C -0.95 2.38 -0.84
C -2.45 -1.27 0.13
C 0.62 -1.28 -0.52
C -4.86 -1.22 0.33
H -0.53 1.96 -1.69
H 4.46 0.51 0.68
H -0.14 2.45 -0.16
H -2.04 -2.26 0.20
H -5.79 -1.15 -0.06
H 4.39 -1.02 -0.05
H 0.19 -2.05 -1.11
H -1.43 3.33 -1.17
H -0.06 1.33 1.48
H 2.49 1.11 1.90
H 2.58 -2.08 -1.20
```

Its frontier orbital gap (alpha / beta) is 6.63 / 6.63 eV. As for the structure (SMILES): C#[N+]/C=C(\SC)c1ccc(N)cc1. For the electronic energy, the calculation gives -894.99395 a.u. Its total charge is +1. For the energy above the lowest of the compared OMol25 structures with the same formula, charge and spin, the calculation gives 62.1 kcal per mole.

Löwdin atomic charge list, values in e, 5 entries: 1.013 0.187 0.032 0.000 -0.444


# 4
# C6H14N2O2

C6H14N2O2 as an isolated structure in a non-equilibrium geometry (ωB97M-V with the def2-TZVPD basis set, the Open Molecules 2025 dataset).

Structure (XYZ):
```
24
Properties=species:S:1:pos:R:3
O -2.96 0.51 -0.52
O -2.49 -1.50 0.55
N -0.92 -0.24 -0.81
N -1.71 0.50 1.47
C 1.40 -0.30 -0.15
C 0.34 0.40 -0.56
C -2.12 -0.17 0.29
C 1.35 -1.77 0.20
C 2.77 0.31 0.06
C 0.27 1.88 -0.81
H 0.34 -2.16 0.31
H 3.54 -0.34 -0.35
H -0.82 -1.21 -1.09
H -1.59 -0.13 2.25
H 2.98 0.43 1.12
H -0.56 2.30 -0.23
H -1.98 0.41 -1.29
H 1.87 -2.36 -0.56
H 1.86 -1.94 1.14
H -2.36 1.25 1.69
H 1.18 2.39 -0.53
H -3.32 -1.63 0.07
H 2.88 1.28 -0.42
H 0.06 2.08 -1.86
```

Its frontier orbital gap is 9.53 eV. For the electronic energy, the calculation gives -496.96307 a.u. For the energy above the lowest of the compared OMol25 structures with the same formula, charge and spin, the calculation gives 59.3 kcal per mole.

Löwdin atomic charge list, values in e, 5 entries: -0.087 0.023 0.064 0.145 -0.282


> Look up the energy above the lowest of the compared OMol25 structures with the same formula, charge and spin of the third one.

62.1 kcal per mole


Repeat the fourth record exactly.
# C6H14N2O2

C6H14N2O2 as an isolated structure in a non-equilibrium geometry (ωB97M-V with the def2-TZVPD basis set, the Open Molecules 2025 dataset).

Structure (XYZ):
```
24
Properties=species:S:1:pos:R:3
O -2.96 0.51 -0.52
O -2.49 -1.50 0.55
N -0.92 -0.24 -0.81
N -1.71 0.50 1.47
C 1.40 -0.30 -0.15
C 0.34 0.40 -0.56
C -2.12 -0.17 0.29
C 1.35 -1.77 0.20
C 2.77 0.31 0.06
C 0.27 1.88 -0.81
H 0.34 -2.16 0.31
H 3.54 -0.34 -0.35
H -0.82 -1.21 -1.09
H -1.59 -0.13 2.25
H 2.98 0.43 1.12
H -0.56 2.30 -0.23
H -1.98 0.41 -1.29
H 1.87 -2.36 -0.56
H 1.86 -1.94 1.14
H -2.36 1.25 1.69
H 1.18 2.39 -0.53
H -3.32 -1.63 0.07
H 2.88 1.28 -0.42
H 0.06 2.08 -1.86
```

Its frontier orbital gap is 9.53 eV. For the electronic energy, the calculation gives -496.96307 a.u. For the energy above the lowest of the compared OMol25 structures with the same formula, charge and spin, the calculation gives 59.3 kcal per mole.

Löwdin atomic charge list, values in e, 5 entries: -0.087 0.023 0.064 0.145 -0.282


> Which of these has the highest energy above the lowest of the compared OMol25 structures with the same formula, charge and spin?

C10H11N2S